# 1
Here is C5H7NO in the gas phase from the Open Molecules 2025 dataset. Energies are from ωB97M-V/def2-TZVPD.

Values from the calculation:
- molar mass (g mol⁻¹) = 97.12
- HOMO-LUMO gap (eV) = 8.8
- total energy (Eh) = -324.64941
- lowest unoccupied orbital energy (Ha) = 0.03880

XYZ file:
```
14
Properties=species:S:1:pos:R:3:forces:R:3
O -0.07711 0.42484 1.05444 0.5 -0.1 0.0
N -0.96220 -1.43310 0.07126 -0.1 0.1 0.0
C -0.42907 -1.76252 1.34691 0.1 0.0 0.2
C 0.70048 1.76759 -1.24996 0.0 0.1 0.0
C 0.21354 -0.69589 1.81965 -0.2 -0.1 0.4
C 0.02334 0.42636 -1.28018 -0.2 -0.1 0.0
C -0.42795 -0.12850 -0.16068 0.3 0.0 -0.4
H -0.08905 -0.11538 -2.21157 -0.2 0.1 0.0
H -1.95984 -1.57019 -0.05792 0.2 0.2 0.0
H 0.94789 2.04850 -0.22171 -0.1 -0.1 -0.2
H 0.04259 2.54349 -1.65542 0.1 0.0 0.0
H 0.97148 -0.55340 2.57418 -0.5 -0.1 0.3
H 1.62658 1.77587 -1.83553 -0.2 -0.1 0.0
H -0.58068 -2.72768 1.80652 0.3 0.0 -0.2
```
Forces are in eV/Å.

# 2
Here is a molecular structure, C5H7NO in a non-equilibrium geometry from the Open Molecules 2025 dataset. Energies are from ωB97M-V/def2-TZVPD.

Values from the calculation:
- molar mass (g mol⁻¹) = 97.12
- HOMO-LUMO gap (eV) = 8.8
- total energy (Eh) = -324.54225
- lowest unoccupied orbital energy (Ha) = 0.03490

XYZ file:
```
14
Properties=species:S:1:pos:R:3:forces:R:3
O 1.48470 -0.51680 -0.36271 0.9 1.0 0.7
N 0.42644 1.61258 -0.02231 3.6 1.4 -0.2
C 2.72342 0.01159 0.23212 2.4 -2.1 -2.7
C -0.94852 1.49860 0.22612 -4.1 -0.1 0.7
C -1.16385 0.20895 -0.01264 1.6 -0.2 0.9
C 0.54917 0.37467 -0.26453 -3.9 -1.1 0.3
C -2.34965 -0.67148 0.21917 -1.4 0.3 -1.2
H -1.74803 2.23698 0.59625 1.9 -0.7 -0.6
H -2.28310 -1.75079 0.53440 0.6 1.3 -0.4
H 3.13236 0.82387 -0.45920 -0.6 -0.9 1.4
H 2.55722 0.28139 1.25008 -0.1 0.5 0.5
H -2.76126 -0.63518 -0.85242 -0.4 -0.6 1.6
H 3.46613 -0.91319 0.16344 -1.5 2.1 0.3
H -3.07735 -0.15533 0.94996 1.0 -0.7 -1.3
```
Forces are in eV/Å.

# 3
Here is C5H7NO in the gas phase in a non-equilibrium geometry from the Open Molecules 2025 dataset. Energies are from ωB97M-V/def2-TZVPD.

Values from the calculation:
- molar mass (g mol⁻¹) = 97.12
- HOMO-LUMO gap (eV) = 10.1
- total energy (Eh) = -324.63993
- lowest unoccupied orbital energy (Ha) = 0.02957

XYZ file:
```
14
Properties=species:S:1:pos:R:3:forces:R:3
O -0.19714 -1.71766 2.00047 0.1 0.2 -0.3
N 1.11262 -0.61823 0.51290 0.0 -0.2 0.2
C -1.04452 0.69146 -0.62883 0.3 0.7 1.4
C -1.28562 -0.13108 0.58436 -0.2 0.1 0.5
C 1.39816 0.34119 -0.54661 0.2 0.4 0.1
C 0.19457 1.00629 -1.11302 -2.6 -2.2 -1.3
C -0.08222 -0.90040 1.10054 0.1 0.0 0.0
H -2.10374 -0.84991 0.45149 0.1 0.2 0.0
H -1.93159 1.14018 -1.10966 0.4 -0.6 0.0
H 1.89441 -1.13548 0.89351 -0.1 0.1 0.0
H -0.35007 0.59862 -2.04139 1.9 1.4 -1.1
H -1.60882 0.54439 1.38241 -0.1 -0.1 0.2
H 2.00676 -0.14921 -1.31884 -0.3 0.2 0.1
H 1.99719 1.17987 -0.16735 0.2 -0.3 0.2
```
Forces are in eV/Å.

# 4
Here is a molecular structure, C5H7NO from the Open Molecules 2025 dataset. Energies are from ωB97M-V/def2-TZVPD.

Values from the calculation:
- molar mass (g mol⁻¹) = 97.12
- HOMO-LUMO gap (eV) = 9.8
- total energy (Eh) = -324.46014
- lowest unoccupied orbital energy (Ha) = 0.02421

XYZ file:
```
14
Properties=species:S:1:pos:R:3:forces:R:3
O 0.12648 -2.27535 1.37119 0.3 0.1 0.0
N 1.04774 1.59187 0.40718 0.0 0.0 0.2
C -0.70262 -1.99121 0.26874 -0.3 0.0 -0.3
C -0.08326 0.94562 -0.12288 0.1 0.3 0.0
C -0.83445 -0.52154 -0.04312 -0.3 -0.1 0.4
C -1.39559 0.59446 0.43151 0.3 -0.3 -0.3
C 0.58467 1.94968 -0.95850 -0.1 0.1 -0.3
H 0.22887 -0.22797 -0.70117 0.0 0.0 -0.1
H 0.04164 2.88129 -1.10564 0.1 -0.1 0.0
H 1.02975 -2.01659 1.14917 -0.1 -0.1 0.1
H 1.27954 1.68198 -1.75108 -0.1 0.0 0.1
H -1.71041 -2.31400 0.54631 0.1 0.1 -0.1
H 0.78370 2.25726 1.13089 0.0 -0.1 -0.1
H -0.39606 -2.55550 -0.62260 0.0 0.1 0.2
```
Forces are in eV/Å.

# 5
Here is a molecular structure, C5H7NO from the Open Molecules 2025 dataset. Energies are from ωB97M-V/def2-TZVPD.

Values from the calculation:
- molar mass (g mol⁻¹) = 97.12
- HOMO-LUMO gap (eV) = 8.2
- total energy (Eh) = -324.56753
- lowest unoccupied orbital energy (Ha) = 0.02424

XYZ file:
```
14
Properties=species:S:1:pos:R:3:forces:R:3
O -1.81159 -1.23182 -0.10462 -0.1 0.1 0.1
N 0.27369 -0.25334 -0.11987 0.0 0.1 0.2
C 0.74735 -1.14250 -1.16529 0.1 -0.1 -0.1
C -1.33281 0.79034 1.23448 0.4 -0.1 -0.3
C -1.02230 -0.23923 0.38096 0.0 0.1 0.0
C 0.93195 0.78944 0.42028 -0.2 -0.2 0.0
C -0.06353 1.46927 1.25744 0.2 0.1 0.3
H 1.78212 -0.89772 -1.41198 -0.1 0.0 0.1
H 0.68876 -2.17618 -0.81834 0.0 0.1 -0.1
H 0.12379 -1.03794 -2.05692 0.1 0.0 0.1
H 1.98973 0.96300 0.27617 -0.1 0.0 0.0
H 0.23620 2.26884 1.93426 0.0 -0.2 -0.2
H -2.68026 -1.04267 0.27996 0.1 -0.1 -0.1
H 0.21261 1.94409 0.12449 -0.1 0.1 0.0
```
Forces are in eV/Å.

# 6
Here is C5H7NO in the gas phase in a non-equilibrium geometry from the Open Molecules 2025 dataset. Energies are from ωB97M-V/def2-TZVPD.

Values from the calculation:
- molar mass (g mol⁻¹) = 97.12
- HOMO-LUMO gap (eV) = 8.6
- total energy (Eh) = -324.54889
- lowest unoccupied orbital energy (Ha) = 0.00603

XYZ file:
```
14
Properties=species:S:1:pos:R:3:forces:R:3
O 0.43233 -0.56292 1.56462 -1.4 -0.2 -0.2
N -0.51722 2.29733 -0.11586 0.1 0.2 0.0
C 1.05777 0.35099 -0.48086 -0.5 -0.1 0.1
C -0.50832 0.30739 1.26024 0.4 1.8 1.6
C 0.75568 -0.97257 0.20321 -0.6 -0.9 -0.8
C 0.06887 1.07813 0.06207 0.0 0.1 0.2
C -0.62916 -1.58526 -0.29741 0.8 -0.6 -0.4
H 1.83984 0.57576 -1.20504 -0.5 -0.2 0.1
H 1.46185 -1.79695 0.22051 0.4 0.2 0.0
H -0.34375 -2.05073 -1.22694 -0.3 -0.6 -0.5
H -1.12746 2.55453 0.65042 0.1 0.1 -0.1
H -1.48997 -0.92316 -0.54673 1.1 0.2 0.4
H -1.03238 -2.31908 0.41405 0.5 0.0 -0.2
H 0.03193 3.04654 -0.50229 -0.1 0.0 -0.1
```
Forces are in eV/Å.

Question: What is the lowest unoccupied orbital energy in the second record?
Answer: 0.03490 Ha

What did the fifth record say?
Here is a molecular structure, C5H7NO from the Open Molecules 2025 dataset. Energies are from ωB97M-V/def2-TZVPD.

Values from the calculation:
- molar mass (g mol⁻¹) = 97.12
- HOMO-LUMO gap (eV) = 8.2
- total energy (Eh) = -324.56753
- lowest unoccupied orbital energy (Ha) = 0.02424

XYZ file:
```
14
Properties=species:S:1:pos:R:3:forces:R:3
O -1.81159 -1.23182 -0.10462 -0.1 0.1 0.1
N 0.27369 -0.25334 -0.11987 0.0 0.1 0.2
C 0.74735 -1.14250 -1.16529 0.1 -0.1 -0.1
C -1.33281 0.79034 1.23448 0.4 -0.1 -0.3
C -1.02230 -0.23923 0.38096 0.0 0.1 0.0
C 0.93195 0.78944 0.42028 -0.2 -0.2 0.0
C -0.06353 1.46927 1.25744 0.2 0.1 0.3
H 1.78212 -0.89772 -1.41198 -0.1 0.0 0.1
H 0.68876 -2.17618 -0.81834 0.0 0.1 -0.1
H 0.12379 -1.03794 -2.05692 0.1 0.0 0.1
H 1.98973 0.96300 0.27617 -0.1 0.0 0.0
H 0.23620 2.26884 1.93426 0.0 -0.2 -0.2
H -2.68026 -1.04267 0.27996 0.1 -0.1 -0.1
H 0.21261 1.94409 0.12449 -0.1 0.1 0.0
```
Forces are in eV/Å.

Please write out number 1 again, unchanged.
Here is C5H7NO in the gas phase from the Open Molecules 2025 dataset. Energies are from ωB97M-V/def2-TZVPD.

Values from the calculation:
- molar mass (g mol⁻¹) = 97.12
- HOMO-LUMO gap (eV) = 8.8
- total energy (Eh) = -324.64941
- lowest unoccupied orbital energy (Ha) = 0.03880

XYZ file:
```
14
Properties=species:S:1:pos:R:3:forces:R:3
O -0.07711 0.42484 1.05444 0.5 -0.1 0.0
N -0.96220 -1.43310 0.07126 -0.1 0.1 0.0
C -0.42907 -1.76252 1.34691 0.1 0.0 0.2
C 0.70048 1.76759 -1.24996 0.0 0.1 0.0
C 0.21354 -0.69589 1.81965 -0.2 -0.1 0.4
C 0.02334 0.42636 -1.28018 -0.2 -0.1 0.0
C -0.42795 -0.12850 -0.16068 0.3 0.0 -0.4
H -0.08905 -0.11538 -2.21157 -0.2 0.1 0.0
H -1.95984 -1.57019 -0.05792 0.2 0.2 0.0
H 0.94789 2.04850 -0.22171 -0.1 -0.1 -0.2
H 0.04259 2.54349 -1.65542 0.1 0.0 0.0
H 0.97148 -0.55340 2.57418 -0.5 -0.1 0.3
H 1.62658 1.77587 -1.83553 -0.2 -0.1 0.0
H -0.58068 -2.72768 1.80652 0.3 0.0 -0.2
```
Forces are in eV/Å.